{
  "formula": "C3H2O2S",
  "method": "wB97M-V/def2-TZVPD",
  "symbols": ["C", "C", "C", "O", "O", "S", "H", "H"],
  "positions_angstrom": [[0.721, 0.395, -0.428], [1.247, -0.130, 0.618], [-1.582, -0.189, -0.044], [1.787, -0.667, 1.486], [-2.056, 0.742, -0.496], [-1.473, -1.574, 0.565], [0.204, 1.262, -0.263], [1.151, 0.161, -1.437]],
  "nbo_charge": [-0.825, 0.755, 0.399, -0.434, -0.473, 0.023, 0.267, 0.288],
  "relative_energy_kcal_mol": 21.77,
  "homo_energy_ev": -9.36,
  "spin_multiplicity": 1,
  "charge": 0,
  "largest_force_ev_per_a": 3.433,
  "smiles": "C=C=O.O=C=S",
  "energy_ha": -664.13130
}